(1)
The following is a quantum chemistry calculation of a molecular structure, C39H50F6N6O8S5TeW, from the OMol25 dataset.

CARTESIAN COORDINATES (ANGSTROEM)
W (1.329, 1.056, 0.170)
C (4.901, 1.798, 0.957)
C (3.579, 1.075, 1.022)
C (2.744, 1.236, 2.120)
C (3.015, 2.283, 3.166)
C (1.564, 0.404, 2.247)
C (0.641, 0.570, 3.430)
C (1.609, -0.877, 1.554)
C (0.890, -2.061, 2.155)
C (2.468, -1.056, 0.475)
C (2.639, -2.385, -0.202)
C (3.252, 0.072, 0.009)
C (4.147, -0.097, -1.196)
H (5.561, 1.363, 1.712)
H (4.826, 2.861, 1.180)
H (5.399, 1.683, 0.000)
H (2.105, 2.744, 3.540)
H (3.675, 3.072, 2.817)
H (3.504, 1.803, 4.018)
H (1.038, 0.078, 4.323)
H (-0.339, 0.144, 3.224)
H (0.491, 1.616, 3.678)
H (1.614, -2.634, 2.738)
H (0.479, -2.733, 1.403)
H (0.091, -1.775, 2.831)
H (2.587, -2.320, -1.282)
H (1.924, -3.132, 0.132)
H (3.637, -2.756, 0.046)
H (5.091, -0.578, -0.929)
H (4.378, 0.858, -1.661)
H (3.666, -0.710, -1.954)
C (-1.854, -0.841, 0.615)
C (-1.651, -0.016, -0.601)
N (-0.646, 0.819, -0.799)
C (-0.803, 1.496, -2.001)
C (-1.900, 1.147, -2.711)
S (-2.781, -0.040, -1.863)
C (0.239, 2.433, -2.388)
C (0.209, 3.306, -3.421)
S (1.693, 4.131, -3.521)
C (2.280, 3.285, -2.163)
N (1.419, 2.425, -1.656)
C (3.652, 3.566, -1.664)
H (-0.891, -1.074, 1.051)
H (-2.381, -1.761, 0.374)
H (-2.447, -0.296, 1.352)
H (-2.202, 1.489, -3.685)
H (-0.589, 3.482, -4.121)
H (4.377, 3.496, -2.475)
H (3.912, 2.849, -0.896)
H (3.721, 4.575, -1.252)
C (-5.782, -8.461, -2.177)
C (-4.632, -7.514, -2.001)
C (-3.458, -7.665, -2.724)
C (-2.375, -6.802, -2.584)
C (-1.132, -7.050, -3.387)
C (-2.513, -5.745, -1.686)
Te (-0.997, -4.336, -1.302)
C (-3.664, -5.580, -0.905)
C (-3.811, -4.500, 0.136)
C (-4.708, -6.472, -1.082)
H (-5.551, -9.235, -2.905)
H (-6.671, -7.929, -2.517)
H (-6.033, -8.946, -1.233)
H (-3.370, -8.489, -3.421)
H (-1.126, -8.071, -3.763)
H (-0.229, -6.904, -2.790)
H (-1.082, -6.388, -4.251)
H (-2.867, -4.209, 0.611)
H (-4.439, -4.850, 0.954)
H (-4.271, -3.601, -0.281)
H (-5.598, -6.364, -0.473)
F (2.468, 0.792, -4.186)
C (1.514, 0.030, -4.726)
F (0.434, 0.779, -4.931)
F (1.934, -0.452, -5.874)
S (1.151, -1.345, -3.543)
O (1.029, -0.720, -2.251)
O (2.185, -2.318, -3.720)
N (-0.281, -1.789, -4.071)
S (-0.713, -3.260, -4.281)
O (-0.166, -4.168, -3.184)
O (-2.107, -3.390, -4.510)
C (0.216, -3.979, -5.769)
F (1.169, -4.794, -5.375)
F (0.729, -2.975, -6.459)
F (-0.665, -4.629, -6.505)
C (-2.057, 3.661, 6.847)
C (-2.134, 4.747, 5.781)
S (-0.531, 5.002, 5.059)
O (-0.123, 3.767, 4.409)
O (0.331, 5.602, 6.032)
C (-0.787, 6.198, 3.758)
C (-1.307, 5.643, 2.435)
N (-0.318, 4.815, 1.727)
C (-0.408, 3.485, 1.530)
N (0.725, 3.009, 1.002)
C (1.587, 4.066, 0.902)
C (0.951, 5.178, 1.330)
N (1.455, 6.521, 1.237)
O (0.676, 7.430, 1.440)
O (2.597, 6.629, 0.853)
C (-1.597, 2.667, 1.867)
H (-3.046, 3.507, 7.274)
H (-1.380, 3.955, 7.646)
H (-1.711, 2.719, 6.425)
H (-2.428, 5.708, 6.202)
H (-2.819, 4.484, 4.973)
H (0.184, 6.677, 3.644)
H (-1.467, 6.961, 4.136)
H (-1.583, 6.476, 1.791)
H (-2.186, 5.020, 2.580)
H (2.585, 3.977, 0.523)
H (-1.763, 2.687, 2.944)
H (-1.399, 1.642, 1.564)
H (-2.489, 3.025, 1.354)

Calculated values
- LUMO level (spin up / spin down): -5.6 / -5.6 eV
- HOMO-LUMO gap (spin up / spin down): 0.24587 / 0.24589 Eh
- Net charge: +2

=====

(2)
The following is a quantum chemistry calculation of 6 unconnected molecules or ions with the total composition C49H73N9O3P, from the OMol25 dataset.

CARTESIAN COORDINATES (ANGSTROEM)
C (-3.646, 3.326, -3.804)
C (-2.467, 4.249, -3.317)
C (-2.943, 5.751, -3.373)
C (-1.816, 3.837, -1.931)
C (-2.642, 2.809, -1.075)
C (-3.853, 3.499, -0.321)
C (-1.657, 2.290, 0.062)
O (-0.599, 1.509, -0.572)
N (0.234, 0.999, 0.412)
C (0.470, -0.394, 0.198)
N (-0.314, -1.173, -0.650)
N (1.477, -0.928, 0.879)
C (1.847, -2.370, 0.804)
C (3.330, -2.651, 0.319)
C (4.167, -3.139, 1.569)
C (5.508, -3.855, 1.121)
C (5.160, -5.401, 0.936)
C (6.494, -6.254, 0.834)
C (6.615, -6.926, -0.601)
C (5.999, -8.368, -0.677)
C (4.444, -8.427, -0.942)
C (3.915, -7.489, -2.095)
C (4.802, -7.451, -3.400)
C (4.934, -5.945, -3.898)
N (6.327, -5.474, -4.041)
C (6.482, -4.086, -4.071)
C (7.893, -3.787, -4.252)
C (8.551, -5.132, -4.325)
C (7.528, -6.147, -4.183)
P (2.432, 0.123, 2.013)
O (4.033, 0.175, 1.576)
O (2.247, -0.408, 3.586)
H (-4.537, 3.392, -3.135)
H (-3.876, 3.586, -4.874)
H (-3.303, 2.251, -3.836)
H (-1.652, 4.155, -4.092)
H (-3.209, 5.963, -4.446)
H (-3.841, 5.925, -2.729)
H (-2.121, 6.468, -3.112)
H (-0.744, 3.525, -2.083)
H (-1.754, 4.781, -1.312)
H (-2.953, 1.888, -1.631)
H (-3.449, 4.268, 0.398)
H (-4.468, 2.746, 0.243)
H (-4.535, 4.050, -1.013)
H (-2.245, 1.687, 0.806)
H (-1.155, 3.182, 0.540)
H (-0.167, 1.152, 1.341)
H (-1.230, -0.733, -0.825)
H (-0.572, -2.066, -0.207)
H (1.166, -2.999, 0.181)
H (1.759, -2.771, 1.856)
H (3.309, -3.483, -0.431)
H (3.781, -1.755, -0.180)
H (3.560, -3.926, 2.103)
H (4.317, -2.315, 2.314)
H (6.333, -3.783, 1.870)
H (5.811, -3.498, 0.097)
H (4.492, -5.802, 1.739)
H (4.632, -5.486, -0.048)
H (7.345, -5.522, 0.945)
H (6.598, -6.985, 1.672)
H (6.263, -6.240, -1.414)
H (7.726, -7.049, -0.769)
H (6.504, -8.977, -1.476)
H (6.188, -8.919, 0.287)
H (4.135, -9.493, -1.118)
H (3.925, -8.115, 0.008)
H (2.908, -7.904, -2.396)
H (3.705, -6.486, -1.645)
H (4.220, -7.974, -4.212)
H (5.778, -7.981, -3.321)
H (4.425, -5.236, -3.188)
H (4.413, -5.802, -4.887)
H (5.643, -3.361, -4.001)
H (8.359, -2.784, -4.346)
H (9.637, -5.300, -4.491)
H (7.636, -7.254, -4.192)
H (4.140, 0.563, 0.685)
H (1.357, -0.112, 3.863)
N (-5.465, 7.032, -1.018)
C (-5.849, 6.585, 0.182)
C (-7.002, 7.000, 0.828)
C (-7.805, 7.937, 0.198)
C (-7.427, 8.418, -1.046)
C (-6.256, 7.935, -1.608)
H (-5.187, 5.855, 0.637)
H (-7.264, 6.601, 1.800)
H (-8.714, 8.289, 0.671)
H (-8.028, 9.151, -1.569)
H (-5.921, 8.278, -2.581)
N (2.975, -1.163, -4.714)
C (3.127, -2.319, -5.368)
C (2.518, -3.507, -4.987)
C (1.710, -3.497, -3.862)
C (1.539, -2.309, -3.167)
C (2.189, -1.178, -3.634)
H (3.771, -2.277, -6.239)
H (2.675, -4.413, -5.556)
H (1.218, -4.405, -3.531)
H (0.916, -2.261, -2.284)
H (2.083, -0.224, -3.125)
N (1.447, -8.148, 0.500)
C (1.107, -8.670, 1.683)
C (0.002, -8.265, 2.417)
C (-0.796, -7.259, 1.899)
C (-0.463, -6.700, 0.674)
C (0.661, -7.179, 0.019)
H (1.763, -9.452, 2.049)
H (-0.226, -8.726, 3.369)
H (-1.667, -6.913, 2.442)
H (-1.062, -5.912, 0.237)
H (0.960, -6.777, -0.944)
N (-6.117, 10.640, 3.731)
C (-5.232, 10.648, 4.735)
C (-4.090, 9.865, 4.762)
C (-3.850, 9.019, 3.692)
C (-4.753, 8.991, 2.641)
C (-5.863, 9.817, 2.708)
H (-5.466, 11.323, 5.551)
H (-3.408, 9.915, 5.600)
H (-2.968, 8.389, 3.676)
H (-4.598, 8.343, 1.788)
H (-6.596, 9.833, 1.909)
N (-6.633, 7.620, 6.800)
C (-7.013, 7.169, 8.001)
C (-8.168, 7.578, 8.648)
C (-8.977, 8.512, 8.018)
C (-8.604, 8.995, 6.775)
C (-7.431, 8.518, 6.211)
H (-6.347, 6.443, 8.455)
H (-8.427, 7.178, 9.619)
H (-9.888, 8.858, 8.492)
H (-9.209, 9.725, 6.253)
H (-7.099, 8.864, 5.239)

Calculated values
- LUMO level: -3.4 eV
- HOMO-LUMO gap: 0.22350 Eh
- Net charge: +1

=====

(3)
The following is a quantum chemistry calculation of 2 unconnected molecules or ions with the total composition C4H11N3O2, from the OMol25 dataset.

CARTESIAN COORDINATES (ANGSTROEM)
C (1.867, 0.425, -1.380)
C (0.956, -1.308, -0.077)
N (1.647, -0.234, -0.106)
N (0.618, -2.115, -1.322)
N (0.493, -2.001, 1.061)
H (-1.980, -0.664, 0.233)
H (0.892, 0.808, -1.806)
H (2.286, -0.103, -2.213)
H (1.084, -1.759, -2.047)
H (0.689, -3.065, -1.116)
H (1.037, -1.902, 1.856)
H (-0.445, -1.660, 1.247)
H (2.700, 1.082, -1.311)
C (-1.831, 2.400, 0.872)
C (-1.405, 1.032, 1.232)
O (-2.203, 0.137, 0.628)
O (-0.455, 0.673, 1.864)
H (-0.990, 2.903, 0.293)
H (-2.096, 3.113, 1.808)
H (-2.865, 2.238, 0.282)

Calculated values
- LUMO level: 0.7 eV
- HOMO-LUMO gap: 0.35784 Eh
- SMILES: CN=C(N)N.CC(=O)O

=====

(4)
The following is a quantum chemistry calculation of a single CHNO2S molecule, from the OMol25 dataset.

CARTESIAN COORDINATES (ANGSTROEM)
C (-0.198, -0.852, 0.083)
N (-0.737, 0.300, 0.194)
O (-0.138, -2.005, -0.118)
O (1.704, 1.196, -0.706)
S (1.054, 0.732, 0.500)
H (-1.684, 0.630, 0.047)

Calculated values
- LUMO level: 0.0 eV
- HOMO-LUMO gap: 0.32518 Eh

=====

(5)
The following is a quantum chemistry calculation of a molecular structure, C16H13BrN6NiS2, from the OMol25 dataset.

CARTESIAN COORDINATES (ANGSTROEM)
Ni (0.819, -0.268, 0.123)
S (3.118, -0.597, -0.114)
C (2.950, 1.148, -0.237)
S (1.611, 1.897, 0.604)
C (3.861, 1.881, -0.899)
C (3.639, 3.249, -1.080)
N (3.388, 4.380, -1.155)
C (4.957, 1.320, -1.683)
N (5.816, 0.898, -2.293)
Br (-5.106, 1.948, -3.644)
C (-3.881, 1.223, -2.406)
C (-4.049, -0.077, -1.943)
C (-3.229, -0.653, -0.960)
C (-2.159, 0.135, -0.462)
C (-1.948, 1.416, -0.944)
C (-2.748, 1.942, -1.947)
N (-1.237, -0.386, 0.441)
C (-1.673, -0.980, 1.433)
C (-0.680, -1.416, 2.432)
C (-0.992, -1.923, 3.692)
C (0.104, -2.085, 4.607)
C (1.376, -1.910, 4.112)
C (1.604, -1.392, 2.823)
N (0.593, -1.132, 1.999)
H (-4.868, -0.702, -2.381)
H (-3.358, -1.741, -0.756)
H (-1.155, 2.005, -0.491)
H (-2.529, 2.946, -2.357)
H (-2.736, -1.195, 1.657)
H (-1.996, -2.139, 3.926)
H (-0.034, -2.388, 5.654)
H (2.212, -2.098, 4.768)
H (2.582, -1.236, 2.467)
N (1.305, -1.042, -2.577)
N (0.532, -0.011, -1.948)
H (2.288, -0.846, -2.227)
H (1.282, -0.891, -3.579)
H (-0.413, -0.189, -2.304)
H (0.751, 0.903, -2.351)

Calculated values
- LUMO level (spin up / spin down): -1.6 / -1.7 eV
- HOMO-LUMO gap (spin up / spin down): 0.22508 / 0.22095 Eh
- Spin multiplicity: 3

=====

(6)
The following is a quantum chemistry calculation of 2 unconnected molecules or ions with the total composition C17H25ClFN3S, from the OMol25 dataset.

CARTESIAN COORDINATES (ANGSTROEM)
Cl (1.635, -3.642, -4.919)
C (0.898, -4.139, -3.376)
N (0.780, -3.015, -2.417)
C (2.158, -2.428, -2.031)
C (1.948, -1.344, -1.003)
N (0.521, -1.226, -0.668)
F (-0.234, 0.943, 0.992)
C (-0.005, -2.484, -0.123)
C (0.139, -3.596, -1.144)
C (-0.244, -0.820, -1.857)
C (-0.131, -1.890, -2.933)
H (-0.099, -4.522, -3.591)
H (1.526, -4.919, -2.938)
H (2.740, -3.268, -1.632)
H (2.600, -2.060, -2.958)
H (2.501, -1.579, -0.077)
H (2.283, -0.371, -1.390)
H (0.557, -2.734, 0.789)
H (-1.066, -2.337, 0.130)
H (-0.827, -4.000, -1.452)
H (0.809, -4.390, -0.807)
H (-1.293, -0.683, -1.574)
H (0.168, 0.121, -2.227)
H (0.331, -1.531, -3.865)
H (-1.102, -2.370, -3.154)
C (-1.879, -0.517, 2.703)
S (-1.101, 0.941, 3.482)
C (0.317, 0.133, 4.295)
C (-0.041, 1.713, 2.089)
C (-0.352, 3.108, 1.617)
C (0.517, 3.683, 0.665)
C (0.182, 4.894, 0.093)
C (-1.059, 5.478, 0.358)
C (-1.333, 6.834, -0.050)
N (-1.540, 7.966, -0.277)
C (-1.996, 4.764, 1.109)
C (-1.667, 3.551, 1.684)
H (-2.909, -0.240, 2.450)
H (-1.346, -0.832, 1.797)
H (-1.911, -1.325, 3.445)
H (0.634, 0.816, 5.097)
H (-0.027, -0.820, 4.718)
H (1.125, -0.008, 3.567)
H (0.998, 1.629, 2.408)
H (1.368, 3.088, 0.292)
H (0.873, 5.392, -0.586)
H (-2.995, 5.167, 1.225)
H (-2.452, 2.871, 2.045)

Calculated values
- LUMO level: -5.6 eV
- HOMO-LUMO gap: 0.33133 Eh
- Net charge: +2